1.
# C6H7ClO

2 unconnected molecules or ions with the total composition C6H7ClO in a non-equilibrium geometry (the ωB97M-V functional and the def2-TZVPD basis, the OMol25 dataset).

largest force on an atom	0.0652	hartree/bohr
energy relative to the best compared isomer or geometry (same formula, charge and spin)	4.6761	eV
orbital gap	9.60	eV
SMILES	OC1=C(Cl)CC1.C#C

Atoms and positions in Å:
O (-0.655, -1.554, -1.594)
C (-0.344, -1.184, -0.349)
C (-0.851, -0.442, 0.586)
Cl (-2.311, 0.433, 1.012)
C (0.350, -0.497, 1.482)
C (1.018, -1.359, 0.359)
H (-1.616, -1.570, -1.761)
H (0.099, -0.893, 2.494)
H (0.714, 0.457, 1.675)
H (1.255, -2.371, 0.426)
H (1.855, -0.909, -0.297)
C (0.205, 2.717, -1.556)
C (0.018, 2.150, -0.543)
H (0.456, 3.494, -2.183)
H (-0.193, 1.529, 0.249)

2.
# C6H7ClO

C6H7ClO in the gas phase in a non-equilibrium geometry (the ωB97M-V functional and the def2-TZVPD basis, the OMol25 dataset).

largest force on an atom	0.1010	hartree/bohr
energy relative to the best compared isomer or geometry (same formula, charge and spin)	2.0929	eV
orbital gap	10.09	eV
SMILES	O[C@H]1C=C[C@H](Cl)C=C1

Atoms and positions in Å:
O (0.008, 2.401, -0.908)
C (-0.027, 0.962, -0.965)
C (1.245, 0.477, -0.289)
C (1.222, -0.495, 0.680)
C (0.021, -1.236, 0.953)
Cl (0.387, -2.819, 0.094)
C (-1.267, -0.783, 0.448)
C (-1.227, 0.210, -0.421)
H (0.028, 2.647, 0.023)
H (0.050, 0.861, -2.091)
H (2.089, 0.917, -0.717)
H (2.170, -0.755, 1.212)
H (-0.164, -1.686, 2.024)
H (-2.308, -1.112, 0.735)
H (-2.227, 0.409, -0.778)

3.
# C6H7ClS

C6H7ClS in the gas phase in a non-equilibrium geometry (the ωB97M-V functional and the def2-TZVPD basis, the OMol25 dataset).

largest force on an atom	0.0479	hartree/bohr
energy relative to the best compared isomer or geometry (same formula, charge and spin)	0.3909	eV
orbital gap	9.07	eV
SMILES	S[C@H]1C=CC=C1CCl

Atoms and positions in Å:
S (-0.711, 1.874, 1.016)
C (0.488, 0.694, 0.455)
C (1.485, 0.388, 1.581)
C (1.585, -0.938, 1.704)
C (0.662, -1.592, 0.803)
C (-0.028, -0.698, 0.082)
C (-1.057, -0.993, -0.912)
Cl (-0.509, -0.478, -2.586)
H (-1.120, 1.301, 2.163)
H (0.904, 1.191, -0.382)
H (1.844, 1.177, 2.261)
H (2.289, -1.488, 2.404)
H (0.578, -2.694, 0.685)
H (-1.213, -2.034, -0.990)
H (-2.046, -0.486, -0.723)

4.
# C6H7ClS

C6H7ClS in the gas phase in a non-equilibrium geometry (the ωB97M-V functional and the def2-TZVPD basis, the OMol25 dataset).

largest force on an atom	0.1074	hartree/bohr
energy relative to the best compared isomer or geometry (same formula, charge and spin)	0.6840	eV
orbital gap	7.78	eV
SMILES	C[C@@H]1C(=S)C=C[C@H]1Cl

Atoms and positions in Å:
C (1.552, 0.049, 0.743)
C (0.039, 0.078, 1.110)
C (-0.813, -1.167, 0.918)
S (-0.175, -2.710, 1.198)
C (-2.108, -0.911, 0.458)
C (-2.188, 0.318, -0.041)
C (-0.836, 0.954, 0.039)
Cl (-0.925, 2.612, 0.496)
H (1.686, -0.460, -0.199)
H (2.188, -0.343, 1.499)
H (1.981, 1.016, 0.631)
H (-0.220, 0.349, 2.161)
H (-3.011, -1.498, 0.422)
H (-2.952, 0.885, -0.591)
H (-0.365, 0.853, -0.955)

5.
# C6H7FN2O2

C6H7FN2O2 in the gas phase in a non-equilibrium geometry (the ωB97M-V functional and the def2-TZVPD basis, the OMol25 dataset).

largest force on an atom	0.1062	hartree/bohr
energy relative to the best compared isomer or geometry (same formula, charge and spin)	3.0679	eV
orbital gap	9.58	eV
SMILES	N[C@@]1(F)C=CC=C[C@@H]1[N+](=O)[O-]

Atoms and positions in Å:
N (-0.325, -0.368, -1.878)
C (-0.309, 0.806, -1.073)
F (-0.509, 1.870, -1.841)
C (-1.242, 0.687, 0.166)
C (-0.937, 0.115, 1.338)
C (0.389, -0.385, 1.569)
C (1.414, -0.006, 0.928)
C (1.322, 0.930, -0.207)
N (1.478, 2.329, 0.227)
O (1.977, 3.071, -0.597)
O (1.033, 2.615, 1.332)
H (-0.787, -0.979, -1.175)
H (-0.888, -0.140, -2.740)
H (-2.285, 1.013, -0.112)
H (-1.670, -0.021, 2.002)
H (0.530, -1.058, 2.342)
H (2.514, -0.239, 1.152)
H (2.094, 0.640, -0.987)

6.
# C6H7FO

C6H7FO in the gas phase in a non-equilibrium geometry (the ωB97M-V functional and the def2-TZVPD basis, the OMol25 dataset).

largest force on an atom	0.0845	hartree/bohr
energy relative to the best compared isomer or geometry (same formula, charge and spin)	1.6161	eV
orbital gap	10.05	eV
SMILES	C=C[C@]1(F)C=COC1

Atoms and positions in Å:
C (-0.770, 1.708, -1.202)
C (-1.217, 0.796, -0.297)
C (-0.433, -0.143, 0.539)
F (-1.231, -0.286, 1.711)
C (0.974, 0.319, 0.957)
C (1.844, -0.647, 0.565)
O (1.281, -1.715, -0.051)
C (-0.122, -1.510, -0.145)
H (0.286, 1.758, -1.616)
H (-1.514, 2.311, -1.686)
H (-2.349, 0.775, -0.112)
H (1.282, 1.163, 1.575)
H (2.849, -0.672, 0.716)
H (-0.590, -2.407, 0.267)
H (-0.290, -1.450, -1.220)

7.
# C6H7FSi

C6H7FSi in the gas phase in a non-equilibrium geometry (the ωB97M-V functional and the def2-TZVPD basis, the OMol25 dataset).

largest force on an atom	0.0844	hartree/bohr
energy relative to the best compared isomer or geometry (same formula, charge and spin)	1.4024	eV
orbital gap	11.01	eV
SMILES	C#C[Si](F)(C#C)CC

Atoms and positions in Å:
C (2.148, 1.628, 2.247)
C (1.368, 0.974, 1.562)
Si (0.040, -0.156, 0.841)
F (-1.071, -0.816, 2.159)
C (0.856, -1.701, 0.181)
C (1.133, -2.789, -0.324)
C (-1.149, 0.869, -0.332)
C (-1.101, 0.326, -1.760)
H (2.688, 2.259, 2.896)
H (1.353, -3.805, -0.509)
H (-2.298, 0.697, -0.164)
H (-0.794, 1.969, -0.190)
H (-0.130, 0.127, -2.079)
H (-1.711, -0.569, -2.055)
H (-1.331, 0.986, -2.473)

8.
# C6H7I

C6H7I in the gas phase in a non-equilibrium geometry (the ωB97M-V functional and the def2-TZVPD basis, the OMol25 dataset).

largest force on an atom	0.0607	hartree/bohr
energy relative to the best compared isomer or geometry (same formula, charge and spin)	2.2335	eV
orbital gap	9.56	eV
SMILES	C=C=C1C[C@]1(C)I

Atoms and positions in Å:
C (1.834, 1.991, -0.972)
C (0.759, 1.334, -0.720)
C (-0.175, 0.565, -0.349)
C (-0.920, -0.544, -0.986)
C (-0.948, -0.356, 0.519)
C (-0.213, -1.285, 1.368)
I (-2.709, 0.359, 1.467)
H (1.880, 2.973, -1.441)
H (2.683, 1.354, -0.905)
H (-1.891, -0.176, -1.470)
H (-0.408, -1.407, -1.396)
H (0.253, -0.851, 2.162)
H (0.600, -1.888, 0.907)
H (-0.746, -2.069, 1.816)

Computed highest occupied orbital energy, in the same sequence as the records: -8.9 -9.6 -8.7 -8.5 -9.5 -9.1 -10.7 -9.1 eV.